Molecular formula: C3H9NO2
Method: DFT, the ωB97M-V functional and the def2-TZVPD basis

Cartesian coordinates (Å):
1 O 1.818 1.690 0.496
2 C 1.047 1.010 -0.248
3 C -0.451 0.894 0.126
4 C -1.314 1.402 -0.996
5 N -0.769 -0.505 0.557
6 H 1.352 0.675 -1.251
7 H -0.587 1.560 0.983
8 H -1.216 0.795 -1.907
9 H -1.097 2.450 -1.182
10 H -2.404 1.293 -0.820
11 H -0.770 -0.501 1.561
12 H -1.736 -0.753 0.300
13 H 0.976 -3.046 0.288
14 H -0.485 -2.945 -0.072
15 O 0.204 -3.583 0.179

Values from the calculation:
M = 91.1 g mol⁻¹
net charge = -1
<S²> = 0.754
2S+1 = 2
relative energy (zero: lowest compared OMol25 entry of this formula, charge and spin) = 74.45 kJ/mol
HOMO level (alpha / beta) = 0.477 / -3.222 eV
electronic energy = -324.88773 Ha
gap between HOMO and LUMO (alpha / beta) = 3.7 / 7.3 eV